{"formula": "C4H7NO", "method": "ωB97M-V with the def2-TZVPD basis set", "gap_ev": 11.71, "mol_weight_g_mol": 85.11, "de_lowest_ev": 3.458, "elements": ["C", "C", "O", "C", "C", "N", "H", "H", "H", "H", "H", "H", "H"], "positions_angstrom": [[-0.347210, 1.022264, 0.893634], [0.448399, 0.416367, -0.252872], [1.830486, 0.329521, 0.040656], [-0.016710, -0.996620, -0.627807], [-1.475975, -0.817135, -1.627171], [-1.795424, -1.353811, -0.609655], [0.057766, 2.004835, 1.152965], [-1.402225, 1.134360, 0.630193], [-0.296449, 0.380088, 1.783158], [0.380159, 1.058527, -1.135757], [1.933019, -0.025933, 0.932224], [0.054502, -1.659099, 0.238113], [0.587739, -1.425733, -1.427893]], "atomic_forces_ev_per_a": [[-0.03, -0.01, 0.03], [-0.41, 0.04, -0.13], [0.11, -0.11, 0.14], [0.54, -0.02, 0.24], [-0.44, -0.25, 0.49], [0.31, 0.38, -0.63], [-0.04, -0.15, -0.08], [0.15, -0.02, 0.01], [0.01, 0.05, -0.12], [-0.02, -0.10, 0.09], [0.03, 0.05, -0.05], [-0.04, 0.07, -0.11], [-0.17, 0.07, 0.12]]}